A molecular structure, C4H3MgO2Rb. Source: the Open Molecules 2025 dataset; level of theory: wB97M-V/def2-TZVPD.

Values from the calculation:
orbital gap: 4.08 eV
highest occupied orbital energy: -0.20785 Ha
LUMO level: -1.58 eV

Geometry (Å):
Mg  2.27391  -0.37950  2.25443
O  -1.05952  -0.64984  0.44076
C  -1.42390  -2.05491  0.37403
H  -1.33270  -2.62934  -0.55863
H  -0.89452  -2.64010  1.14082
C  -4.19984  -1.80018  0.60302
C  -2.86434  -1.75556  0.74474
C  -2.70406  -0.30763  0.65122
O  -3.03083  0.83645  0.84265
Rb  1.16121  1.15489  -1.57983
H  -4.58692  -2.73328  0.15651

***

C7H13N in the gas phase. Source: the Open Molecules 2025 dataset; level of theory: wB97M-V/def2-TZVPD.

Values from the calculation:
orbital gap: 8.72 eV
highest occupied orbital energy: -0.28339 Ha
LUMO level: 1.01 eV
SMILES: C=C/C(N)=C/CCC

Geometry (Å):
C  -0.86563  2.42658  1.81836
C  -1.34482  2.06904  0.62181
C  -1.02883  0.62644  0.31345
N  -1.11913  -0.20837  1.44670
C  -0.48656  0.28884  -0.89636
C  0.17401  -1.00039  -1.23600
C  1.59843  -1.00293  -0.91337
C  2.28541  -2.47195  -1.13866
H  -0.87558  3.52116  2.03268
H  -0.21832  1.88821  2.49562
H  -1.87077  2.50799  -0.15741
H  -1.11755  0.37764  2.19249
H  -0.77523  -1.12919  1.62111
H  -0.43328  0.97023  -1.67082
H  0.01957  -1.20381  -2.34119
H  -0.23561  -1.90362  -0.73136
H  2.11056  -0.15776  -1.54266
H  1.69834  -0.74525  0.06863
H  1.92752  -3.30323  -0.53590
H  3.33990  -2.35772  -0.77507
H  2.27238  -2.61983  -2.19836

***

C5H8N2O in the gas phase. Source: the Open Molecules 2025 dataset; level of theory: wB97M-V/def2-TZVPD.

Values from the calculation:
orbital gap (alpha / beta): 6.40 / 7.15 eV
highest occupied orbital energy (alpha / beta): -0.20689 / -0.34731 Ha
LUMO level (alpha / beta): 0.77 / -2.30 eV
multiplicity: 3

Geometry (Å):
C  -0.82138  -1.63585  0.10925
C  -1.65741  -0.33990  -0.08349
C  1.44635  -1.03693  -0.44072
C  2.40277  -0.43226  0.54240
C  -1.42261  1.99715  -0.26532
N  0.38570  -1.57814  0.03611
N  -0.85159  0.63956  -0.41699
O  -2.83001  -0.52065  0.20055
H  -1.48747  -2.57807  0.38320
H  1.65491  -0.99694  -1.47183
H  2.23573  0.74312  0.41684
H  3.40857  -0.53392  0.34656
H  2.30054  -0.64741  1.51477
H  -1.81468  2.29204  -1.30398
H  -2.28656  2.00291  0.36662
H  -0.66287  2.62529  0.06604

***

Number 1: F_max 0.080 Eh/bohr. Number 2: F_max 0.094 Eh/bohr. Number 3: F_max 0.137 Eh/bohr.